39
Properties=species:S:1:pos:R:3 method="wB97M-V/def2-TZVPD" spin_multiplicity=1 e_above_lowest_kj_mol=1326.4 e_tot_ha=-863.209052 homo_ev=-8.52 gap_ev=8.38
C -1.14743 -3.60694 0.42891
C -1.53571 -3.03111 -0.97836
C -1.75834 -1.42028 -0.93288
C -3.06674 -1.16753 -0.06939
C -3.46997 0.17056 -0.27397
H -3.37402 0.63375 -1.07927
C -2.83657 1.11958 1.03333
N -1.34336 1.32544 0.50920
C -0.84306 1.89253 -0.56419
O -1.35296 2.34386 -1.38916
C 0.66698 1.93750 -0.32879
O 1.44158 2.17755 -1.24865
C 1.02601 0.88932 0.89061
C 1.85839 -0.08981 0.77816
O 1.36971 -1.30499 0.56322
O 3.03477 0.11579 0.69218
C 4.03865 -1.05009 0.20169
C 3.87718 -1.16210 -1.27158
H 4.78066 -1.71009 -1.72751
H 4.03457 -0.11988 -1.75782
H 2.88956 -1.50793 -1.70696
H 3.64150 -1.71235 0.84669
H 4.98687 -0.41747 0.49627
H 1.54063 1.80707 1.77800
C -0.37772 0.94626 1.34409
H -0.43048 -0.28355 1.69260
H -0.50770 1.06981 2.55930
H -3.10749 2.42543 0.74041
H -2.98264 0.86284 2.00166
H -4.52506 0.42510 0.16717
H -3.96559 -1.61100 -0.43986
H -2.97293 -1.43403 0.87206
H -0.97740 -1.00349 -0.50804
H -2.10888 -1.26083 -1.93937
H -2.64899 -3.58244 -1.27322
H -0.89954 -3.02023 -1.70737
H -0.26356 -3.09327 0.48907
H -0.97982 -4.64603 0.49433
H -1.96781 -3.45956 1.13988

49
Properties=species:S:1:pos:R:3 method="wB97M-V/def2-TZVPD" spin_multiplicity=1 e_above_lowest_kj_mol=611.3 e_tot_ha=-1489.258507 homo_ev=-4.33 charge=-1 gap_ev=6.52
C 0.95809 -0.66126 2.65910
C 0.74227 0.17186 1.22290
C 2.07901 0.46972 0.50430
S 3.09269 -1.00506 0.16738
N -0.26423 -0.60973 0.35702
H 1.87878 -1.16857 2.48663
H 0.11017 -1.17531 2.76585
H 1.14537 -0.09658 3.54831
H 0.45758 1.13639 1.45813
H 1.72645 1.09583 -0.20791
H 2.80269 1.13027 1.08330
H -0.49418 -0.07494 -0.46497
H 0.13534 -1.48398 0.00550
H 2.38175 -2.84744 2.86441
H 2.07092 -3.37027 1.48105
O 2.53736 -3.60891 2.33651
H -2.29533 2.78793 2.13298
H -1.59415 1.64104 1.21688
O -2.10138 1.85326 1.87420
H -3.42605 -2.70100 -1.83370
H -2.65642 -2.17293 -0.58499
O -3.07825 -1.87055 -1.34681
H -3.78651 -0.20296 -1.36234
H -4.31565 0.06839 0.03068
O -4.06111 0.55830 -0.72603
H 2.02656 -3.84617 -2.26717
H 1.23237 -3.00948 -1.37093
O 1.17281 -3.65047 -2.06308
H -1.29612 0.15065 -2.38930
H 0.03231 -0.07929 -2.86781
O -0.46520 0.59640 -2.50053
H -3.15710 0.39866 1.46445
H -2.17426 -0.55835 0.86503
O -3.06002 -0.53460 1.32119
H -3.35775 4.55643 -0.00606
H -1.96627 4.52102 -0.49589
O -2.55036 4.97585 0.22115
H -0.13282 2.33288 -2.79732
H 0.55121 3.42493 -1.99211
O -0.01158 3.25303 -2.83810
H -2.95739 2.01797 -0.78038
H -2.11284 2.29310 -2.10078
O -2.23599 2.52624 -1.05576
H 2.91691 -0.56703 -2.86295
H 1.99242 -1.29101 -2.11202
O 2.16887 -0.88326 -3.03353
H 3.78463 -1.14928 2.72755
H 4.15695 0.02944 3.85976
O 3.68620 -0.88067 3.68717

19
Properties=species:S:1:pos:R:3 method="wB97M-V/def2-TZVPD" spin_multiplicity=1 smiles="C1=CC1.CCCO" e_above_lowest_kj_mol=322.5 e_tot_ha=-310.936441 homo_ev=-9.23 gap_ev=10.29
C 1.55549 -0.94905 1.69366
C 1.73396 0.32498 1.56802
C 2.57738 -0.53725 0.66994
H 1.05770 -1.77977 2.17019
H 1.49056 1.33524 1.86004
H 2.32996 -0.60478 -0.39128
H 3.64075 -0.66381 0.89431
C -2.36975 0.65620 0.17811
C -1.06784 0.77515 -0.60879
C -0.60039 -0.56579 -1.15774
O 0.57990 -0.46443 -1.93298
H -3.17228 0.24656 -0.44697
H -2.24751 -0.00734 1.04210
H -2.70173 1.63051 0.55014
H -0.27248 1.18688 0.02407
H -1.20427 1.47663 -1.44530
H -1.41194 -1.03735 -1.73706
H -0.35376 -1.24142 -0.33091
H 0.43624 0.21886 -2.59952

79
Properties=species:S:1:pos:R:3 method="wB97M-V/def2-TZVPD" s_squared=2.065 spin_multiplicity=3 e_above_lowest_kj_mol=0.0 e_tot_ha=-5034.562558 homo_ev="-3.21 / -2.91" charge=-2 gap_ev="6.94 / 6.64"
V -1.24176 0.36369 0.88207
C 1.29577 3.20557 1.25632
C 2.34036 3.06756 0.18988
C 3.47078 3.88321 0.22653
C 4.47179 3.79225 -0.72607
C 4.36241 2.86093 -1.74810
C 3.24413 2.04530 -1.80128
C 2.22616 2.13959 -0.85337
P 0.72460 1.07655 -1.00651
C 1.42255 -0.38128 -1.89390
C 0.83632 -0.83540 -3.07368
C 1.28411 -1.98643 -3.70666
C 2.32115 -2.71570 -3.14926
C 2.90046 -2.28072 -1.96732
C 2.47368 -1.12149 -1.32533
C 3.18044 -0.71447 -0.06139
C -0.23145 1.94696 -2.27819
C 0.26256 2.28339 -3.53963
C -0.55593 2.87480 -4.48160
C -1.88597 3.13636 -4.14629
C -2.36516 2.84313 -2.88869
C -1.54573 2.26001 -1.90621
C -2.00608 2.06058 -0.51703
H 1.65214 3.84709 2.06217
H 1.01608 2.24703 1.69261
H 0.37656 3.64658 0.86716
H 3.56214 4.59960 1.03442
H 5.33948 4.43762 -0.66318
H 5.14126 2.76193 -2.49399
H 3.17359 1.29873 -2.58395
H 0.01177 -0.28401 -3.50440
H 0.81140 -2.31192 -4.62520
H 2.67235 -3.62520 -3.62101
H 3.69392 -2.86255 -1.51177
H 3.49385 -1.59475 0.49982
H 2.56778 -0.10042 0.59706
H 4.07060 -0.12584 -0.29964
H 1.29307 2.06244 -3.78848
H -0.17429 3.12255 -5.46417
H -2.54703 3.58794 -4.87718
H -3.39228 3.06824 -2.63093
H -3.03483 2.39806 -0.39807
H -1.41171 2.69229 0.14134
C -1.81650 -2.59691 -1.86636
C -0.85923 -2.64513 -0.73601
N -0.62033 -1.70222 0.15927
C 0.36004 -2.19148 0.98945
C 0.71783 -3.44828 0.59105
N -0.07172 -3.71335 -0.49785
C 1.75096 -4.43007 0.99378
O 2.50476 -4.10799 2.01517
O 1.86816 -5.46472 0.36610
C 0.93113 -1.30617 2.04233
O 1.80997 -1.75954 2.80225
O 0.48009 -0.13294 2.02839
H -2.01244 -1.56527 -2.14641
H -2.77054 -3.04207 -1.58197
H -1.40060 -3.12272 -2.72597
H -0.00124 -4.55875 -1.04018
H 2.23604 -3.18751 2.39808
O -3.87902 -2.93273 6.63368
C -3.73075 -1.70120 6.50646
O -3.88698 -0.78943 7.33828
C -3.18065 -1.25083 5.12880
C -2.94390 -2.17769 4.12236
C -2.45896 -1.75677 2.89918
N -2.18684 -0.47703 2.63034
C -2.38897 0.42382 3.60786
C -2.89005 0.07922 4.84656
C -1.96334 1.83518 3.26762
O -2.12078 2.74920 4.05758
O -1.41175 1.92902 2.10442
H -3.15162 -3.22029 4.31809
H -2.28870 -2.45709 2.09202
H -3.04148 0.84079 5.59761
Cl -4.06315 0.16032 -2.06729
Si -3.47132 -0.04123 -0.01079
Cl -4.96076 1.10258 0.97146
Cl -4.38843 -2.01052 0.24774

58
Properties=species:S:1:pos:R:3 method="wB97M-V/def2-TZVPD" spin_multiplicity=1 smiles="COc1ccc(NS(=O)(=O)c2ccc(N3CCOCC3)c(NC(=O)c3ccccc3Cl)c2)cc1" e_tot_ha=-2327.800376 homo_ev=-7.86 gap_ev=8.06
C -4.33023 -3.71388 3.50795
O -3.26055 -4.61325 3.66368
C -2.18956 -4.49721 2.82394
C -2.04605 -3.52796 1.83871
C -0.91263 -3.49932 1.04335
C 0.09103 -4.44331 1.20685
N 1.24257 -4.39814 0.42162
S 1.28246 -3.80194 -1.15013
O 0.02615 -3.98485 -1.80816
O 2.45898 -4.39456 -1.71744
C 1.59296 -2.06664 -0.87044
C 2.78990 -1.71910 -0.28047
C 3.07590 -0.38178 -0.06415
C 2.16439 0.60219 -0.42898
N 2.38761 1.97836 -0.23347
C 3.28224 2.38092 0.83585
C 3.02183 3.86466 1.11473
O 3.25928 4.65027 -0.03049
C 2.44199 4.24016 -1.10069
C 2.66769 2.76256 -1.43121
C 0.92041 0.22172 -0.98067
N 0.00690 1.24629 -1.21259
C -1.25007 1.17051 -1.72953
O -1.75337 0.16808 -2.18600
C -1.96416 2.49085 -1.78072
C -2.73732 2.71811 -2.91872
C -3.44328 3.89278 -3.08773
C -3.40197 4.86530 -2.10234
C -2.66590 4.65087 -0.95092
C -1.95215 3.47296 -0.79235
Cl -1.10111 3.25881 0.71102
C 0.65257 -1.11917 -1.22315
C -0.05389 -5.41630 2.19467
C -1.17509 -5.43923 2.99493
H -5.06945 -4.00387 4.25328
H -4.77494 -3.78589 2.51023
H -4.01824 -2.68040 3.69232
H -2.80889 -2.78445 1.67214
H -0.81971 -2.74967 0.27664
H 1.88428 -5.16473 0.54904
H 3.49334 -2.49331 -0.02276
H 4.01966 -0.10251 0.37705
H 3.06342 1.79212 1.72750
H 4.34135 2.25420 0.56212
H 3.69691 4.23793 1.88590
H 1.98038 3.99157 1.44654
H 2.70914 4.87130 -1.94959
H 1.38280 4.40391 -0.84544
H 2.01834 2.45100 -2.24976
H 3.71485 2.62423 -1.74494
H 0.30238 2.12494 -0.80089
H -2.76832 1.93920 -3.66542
H -4.02867 4.04732 -3.98062
H -3.95109 5.78681 -2.21941
H -2.64535 5.39316 -0.16806
H -0.27677 -1.42529 -1.67581
H 0.72040 -6.15702 2.33241
H -1.29335 -6.18934 3.76058

12
Properties=species:S:1:pos:R:3 method="wB97M-V/def2-TZVPD" spin_multiplicity=1 e_above_lowest_kj_mol=479.6 e_tot_ha=-629.264504 homo_ev=-9.30 gap_ev=9.44
C 0.13956 1.62773 -0.34743
C 0.36090 0.37763 0.61575
C 0.13052 -1.74564 -0.12222
C -0.73676 -0.69112 0.08439
H 1.38856 2.09665 -0.48135
H -0.46259 1.25453 -1.44456
H -0.57993 2.22900 0.31951
H 0.36949 0.62269 1.67061
H 0.12846 -2.08354 1.10621
H -0.47286 -2.65948 -0.94217
O -1.93921 -0.43853 -0.23424
S 1.67387 -0.58991 -0.22450